{
  "formula": "C48H114F9N6O18",
  "method": "ωB97M-V/def2-TZVPD",
  "symbols": ["C", "O", "O", "C", "F", "F", "F", "C", "C", "H", "H", "H", "H", "H", "H", "C", "O", "O", "C", "F", "F", "F", "C", "C", "H", "H", "H", "H", "H", "H", "C", "O", "O", "C", "F", "F", "F", "C", "C", "H", "H", "H", "H", "H", "H", "C", "O", "C", "C", "N", "H", "H", "C", "C", "O", "C", "H", "H", "H", "H", "H", "H", "H", "H", "H", "H", "H", "H", "H", "H", "C", "O", "C", "C", "N", "H", "H", "C", "C", "O", "C", "H", "H", "H", "H", "H", "H", "H", "H", "H", "H", "H", "H", "H", "H", "C", "O", "C", "C", "N", "H", "H", "C", "C", "O", "C", "H", "H", "H", "H", "H", "H", "H", "H", "H", "H", "H", "H", "H", "H", "C", "O", "C", "C", "N", "H", "H", "C", "C", "O", "C", "H", "H", "H", "H", "H", "H", "H", "H", "H", "H", "H", "H", "H", "H", "C", "O", "C", "C", "N", "H", "H", "C", "C", "O", "C", "H", "H", "H", "H", "H", "H", "H", "H", "H", "H", "H", "H", "H", "H", "C", "O", "C", "C", "N", "H", "H", "C", "C", "O", "C", "H", "H", "H", "H", "H", "H", "H", "H", "H", "H", "H", "H", "H", "H"],
  "positions_angstrom": [[0.409, 2.544, 0.042], [0.597, 1.222, 0.696], [1.614, 3.249, 0.139], [-0.448, 2.405, -1.263], [-0.244, 3.405, -2.049], [-0.268, 1.273, -2.008], [-1.782, 2.312, -1.042], [-0.251, 0.833, 1.758], [0.170, -0.624, 2.127], [-0.440, -1.080, 2.906], [0.171, -1.120, 1.155], [1.200, -0.700, 2.473], [-1.322, 0.944, 1.591], [-0.052, 1.445, 2.637], [-0.292, 3.061, 0.698], [2.662, -9.082, 3.424], [1.368, -8.581, 3.149], [2.337, -10.271, 4.190], [3.491, -9.289, 2.065], [4.493, -10.175, 2.236], [2.772, -9.865, 1.050], [3.993, -8.077, 1.645], [1.276, -7.323, 2.537], [-0.223, -7.078, 2.582], [-0.549, -6.127, 2.161], [-0.818, -7.862, 2.113], [-0.560, -7.002, 3.615], [1.544, -7.265, 1.482], [1.711, -6.460, 3.040], [3.231, -8.304, 3.932], [-5.753, -0.043, -8.431], [-5.130, 1.040, -7.701], [-6.924, -0.366, -7.786], [-5.596, 0.285, -9.992], [-4.331, -0.056, -10.367], [-6.499, -0.335, -10.783], [-5.813, 1.549, -10.218], [-3.703, 1.082, -7.542], [-3.502, 2.560, -7.230], [-2.438, 2.610, -7.000], [-3.752, 3.229, -8.053], [-4.030, 2.965, -6.366], [-3.119, 0.885, -8.441], [-3.373, 0.457, -6.712], [-5.154, -0.948, -8.330], [-14.628, -0.320, 1.119], [-13.767, 0.434, 1.909], [-13.965, 1.857, 1.640], [-12.907, 2.771, 2.173], [-11.481, 2.524, 1.726], [-11.111, 1.725, 2.220], [-11.526, 2.205, 0.769], [-10.595, 3.776, 1.535], [-9.273, 3.355, 0.763], [-9.632, 2.787, -0.464], [-8.493, 2.435, -1.252], [-14.276, -0.252, 0.090], [-15.678, -0.128, 1.342], [-14.514, -1.396, 1.243], [-14.982, 1.964, 2.015], [-14.076, 2.122, 0.588], [-12.899, 2.713, 3.262], [-13.065, 3.823, 1.935], [-10.294, 4.159, 2.509], [-11.164, 4.474, 0.921], [-8.668, 2.709, 1.401], [-8.799, 4.334, 0.691], [-7.868, 1.612, -0.905], [-7.799, 3.259, -1.415], [-8.887, 2.178, -2.235], [5.790, -6.876, 14.440], [5.119, -6.732, 13.234], [5.703, -5.812, 12.357], [4.701, -5.422, 11.292], [4.100, -6.701, 10.686], [4.849, -7.329, 10.435], [3.676, -7.288, 11.390], [3.198, -6.391, 9.496], [1.942, -5.617, 9.845], [1.237, -5.280, 8.676], [0.075, -4.471, 9.017], [5.713, -5.904, 14.926], [6.855, -7.104, 14.389], [5.399, -7.638, 15.115], [6.563, -6.338, 11.944], [5.996, -4.906, 12.887], [5.167, -4.712, 10.609], [3.841, -4.885, 11.692], [2.975, -7.344, 9.016], [3.837, -5.818, 8.824], [2.183, -4.704, 10.390], [1.339, -6.261, 10.485], [-0.593, -4.292, 8.174], [0.420, -3.510, 9.398], [-0.720, -4.943, 9.595], [-5.139, -5.609, -8.888], [-5.903, -5.982, -7.718], [-5.314, -7.029, -7.032], [-5.985, -7.239, -5.675], [-5.752, -6.119, -4.688], [-6.112, -6.494, -3.822], [-4.752, -6.014, -4.586], [-6.426, -4.782, -4.886], [-5.854, -3.663, -3.954], [-5.567, -4.154, -2.660], [-4.869, -3.188, -1.895], [-5.683, -4.940, -9.555], [-4.820, -6.514, -9.405], [-4.293, -5.005, -8.558], [-4.269, -6.818, -6.805], [-5.187, -7.934, -7.626], [-5.455, -8.014, -5.123], [-7.061, -7.407, -5.624], [-7.450, -5.154, -4.838], [-6.263, -4.622, -5.952], [-6.355, -2.697, -3.887], [-4.937, -3.471, -4.512], [-4.236, -2.460, -2.401], [-4.199, -3.836, -1.329], [-5.520, -2.696, -1.172], [6.674, 3.189, -4.077], [7.186, 1.931, -4.340], [8.541, 2.052, -4.688], [8.922, 0.839, -5.626], [7.784, 0.247, -6.489], [8.072, -0.604, -6.949], [7.130, -0.030, -5.771], [7.050, 1.148, -7.467], [5.698, 0.515, -7.840], [5.098, 0.283, -6.523], [3.772, -0.002, -6.674], [5.649, 3.253, -3.714], [6.622, 3.602, -5.084], [7.241, 3.824, -3.396], [9.068, 1.812, -3.764], [8.908, 3.022, -5.025], [9.403, -0.047, -5.213], [9.719, 1.163, -6.296], [7.705, 1.220, -8.335], [7.054, 2.117, -6.968], [5.815, -0.432, -8.366], [5.074, 1.140, -8.479], [3.638, -1.020, -7.041], [3.182, 0.777, -7.156], [3.326, -0.113, -5.686], [-0.188, 12.178, -1.984], [0.371, 11.112, -1.163], [0.629, 9.904, -1.916], [1.188, 8.756, -1.059], [2.481, 9.109, -0.262], [2.677, 8.288, 0.292], [3.311, 9.268, -0.815], [2.481, 10.308, 0.663], [3.455, 10.080, 1.808], [3.310, 8.860, 2.570], [2.001, 8.647, 3.043], [0.617, 12.536, -2.624], [-0.608, 12.993, -1.394], [-0.957, 11.864, -2.689], [1.292, 10.075, -2.764], [-0.335, 9.562, -2.293], [1.497, 7.905, -1.666], [0.550, 8.410, -0.246], [1.497, 10.562, 1.057], [2.872, 11.106, 0.031], [3.226, 10.807, 2.587], [4.504, 10.313, 1.630], [1.280, 8.734, 2.230], [1.796, 9.315, 3.880], [1.938, 7.643, 3.464], [7.936, 4.644, 1.841], [7.459, 3.410, 2.408], [6.195, 3.474, 2.933], [5.781, 2.014, 3.203], [5.545, 1.152, 1.968], [5.103, 0.309, 2.304], [4.880, 1.668, 1.410], [6.702, 0.813, 1.025], [7.627, -0.261, 1.733], [6.884, -1.397, 2.159], [7.672, -2.490, 2.558], [8.970, 4.501, 1.528], [7.838, 5.467, 2.549], [7.383, 5.041, 0.990], [5.508, 4.071, 2.331], [6.240, 3.890, 3.939], [4.818, 2.043, 3.712], [6.405, 1.521, 3.949], [7.216, 1.743, 0.782], [6.205, 0.434, 0.132], [8.031, 0.225, 2.621], [8.458, -0.429, 1.048], [7.085, -3.318, 2.955], [8.329, -2.151, 3.359], [8.228, -2.916, 1.723]],
  "forces_ev_per_angstrom": [[2.249, 1.136, 2.983], [-0.602, -0.124, -1.111], [-2.283, -1.494, -1.691], [0.574, -2.612, 0.292], [0.233, 1.960, -1.297], [1.041, -0.075, 0.082], [-0.337, 0.726, 0.986], [1.149, -0.394, 0.906], [-0.172, 0.946, -0.862], [-0.297, -0.082, -0.362], [-0.350, -0.664, 0.285], [0.106, 0.459, 0.041], [-0.122, -0.306, -0.548], [0.091, 0.482, 0.219], [-0.748, 0.178, 0.236], [-1.708, -4.679, 1.973], [0.670, 1.306, -0.977], [2.443, 3.459, -2.393], [-1.328, -1.683, 0.890], [0.392, 1.061, 0.099], [0.158, 1.231, 0.324], [0.097, -0.832, -0.283], [-2.213, 0.102, -0.378], [-0.918, 0.681, 0.328], [0.259, 0.212, -0.432], [0.285, -0.143, -0.063], [0.092, -0.312, 0.204], [0.627, -0.378, -0.150], [0.774, -0.190, 0.458], [0.409, 0.378, 0.505], [-1.909, -2.020, 2.335], [0.949, -0.383, -0.685], [1.365, 1.106, -2.346], [-1.721, -0.749, 2.222], [-0.341, 0.166, -0.549], [0.672, -0.797, -0.016], [0.550, 2.029, -0.645], [-2.130, 1.707, -0.192], [1.271, -0.036, 0.463], [0.354, 0.718, 0.002], [0.109, -0.354, -0.236], [-0.218, -0.541, 0.126], [-0.165, -0.440, -0.154], [0.060, -0.270, 0.083], [1.248, -0.338, -0.143], [0.045, -1.337, -0.919], [1.654, 1.809, 0.364], [-0.909, -1.682, -0.759], [0.405, 0.563, 1.984], [-0.869, 0.579, -1.278], [0.642, 0.036, 0.514], [-0.091, -0.516, -0.746], [1.346, -1.787, -0.027], [-1.968, 0.935, 0.995], [0.589, -0.069, 0.649], [0.090, 0.083, -1.251], [-0.866, 0.632, -0.477], [-0.094, 0.431, -0.497], [0.366, 0.044, 0.964], [0.179, 1.315, 0.542], [0.161, -0.743, -0.611], [0.220, 0.040, 0.074], [-0.562, -0.207, -0.186], [-0.372, 0.157, -0.093], [-0.073, -0.086, 0.257], [0.146, -0.231, -0.069], [0.582, -0.033, -0.440], [-0.464, -0.246, 0.575], [-0.232, 0.423, 0.240], [0.033, -0.114, 0.122], [0.828, 0.811, 1.603], [-1.350, -0.850, -0.900], [-0.099, -0.382, 0.338], [-0.602, -0.646, 0.984], [0.297, 1.467, -0.663], [0.596, -0.007, -0.867], [-0.800, 0.373, 0.855], [0.724, -0.375, -0.623], [-0.299, -0.131, 0.241], [-0.870, 0.160, 0.345], [-0.185, -0.092, -0.814], [0.118, 0.009, 0.557], [0.203, -0.043, -0.689], [-0.640, 0.025, -0.550], [0.453, 0.524, -0.435], [0.296, 0.140, -0.017], [-0.060, -0.750, -0.739], [0.157, -0.161, 0.360], [-0.151, 0.069, -0.012], [-0.109, -0.033, -0.103], [0.083, 0.141, 0.214], [-0.283, 0.021, 0.282], [1.040, 0.134, -0.930], [-0.214, -0.071, 0.314], [0.831, -0.490, 1.174], [0.099, 0.247, 0.507], [-0.403, 0.424, -0.757], [0.388, 0.248, 0.748], [0.232, 0.003, 0.268], [0.398, 0.479, 0.233], [0.275, 0.063, 0.646], [0.493, 0.204, 0.232], [-0.827, -0.668, -0.525], [0.433, -1.123, -1.009], [-0.410, 0.161, -1.236], [0.723, -1.048, 1.495], [-0.538, -0.388, 0.278], [0.064, 0.100, -0.159], [0.378, -0.257, 0.024], [0.534, 0.453, 0.203], [-0.768, -0.430, 0.030], [-0.282, -0.655, -0.540], [0.068, -0.179, -0.587], [-0.474, 1.039, 0.473], [0.005, 0.860, 0.153], [-0.721, -0.333, -0.517], [0.604, 0.465, 0.338], [-0.357, -0.103, -0.613], [0.243, 0.428, 0.389], [-0.205, 0.177, -0.243], [-1.297, 1.746, -0.999], [0.222, -0.962, 0.285], [0.439, -2.876, 0.616], [0.665, 0.446, -1.619], [0.055, 1.122, 1.023], [0.394, -0.262, -0.166], [-1.015, -0.167, 0.146], [0.798, -0.316, -0.451], [0.489, 0.149, 2.262], [2.034, 1.024, -1.741], [-2.333, -1.261, 1.435], [-0.007, -1.004, 0.117], [-0.012, 1.205, 0.148], [0.525, -0.198, -0.049], [0.623, 0.343, 0.028], [-0.549, -0.009, -0.488], [-0.524, 0.172, 0.917], [-0.218, 0.279, -0.346], [-0.043, 0.094, -0.068], [-0.697, -0.065, -0.194], [0.188, -0.200, -0.002], [0.111, 0.353, 0.212], [-0.196, 0.126, -0.934], [0.175, -0.135, -0.515], [0.149, 0.346, 0.293], [0.730, -0.433, -0.592], [-0.122, -0.573, -0.413], [-0.520, 0.540, 0.834], [0.943, 0.956, 0.732], [-0.827, 0.460, 0.082], [0.176, -0.493, 0.459], [0.045, -0.311, -0.770], [0.534, -0.048, 0.006], [-0.381, 0.266, 2.481], [0.856, -0.280, -1.885], [0.043, -0.204, 0.495], [0.098, 0.383, 0.096], [0.349, -0.373, 0.369], [-0.248, -0.558, 0.295], [0.125, 0.232, -0.100], [0.034, -0.306, -0.282], [-0.337, 0.057, -0.131], [-0.385, 0.134, -0.343], [-0.009, -0.295, -0.583], [-0.421, 0.315, 0.343], [-0.295, 0.860, -0.377], [0.053, -0.838, -0.517], [-0.365, 0.065, 0.235], [-0.341, 0.388, -0.186], [0.169, -0.055, -0.271], [-0.003, 0.197, 0.406], [1.589, 0.844, -1.645], [-0.269, -1.349, 1.044], [-0.984, 0.549, 0.086], [1.006, 1.084, 0.332], [-0.174, -0.652, -0.225], [-0.777, 0.056, -0.245], [-0.083, -1.372, 1.233], [-0.911, 1.172, -0.073], [-0.787, 1.037, -1.155], [0.672, -0.374, 0.379], [-0.116, -0.034, 0.284], [0.416, -0.122, 0.474], [-0.456, -0.712, -0.385], [-0.321, -0.246, -0.185], [-0.241, 0.473, 0.186], [-0.276, 0.012, -0.237], [0.558, -0.052, -0.629], [0.109, -0.254, 0.300], [0.151, -0.239, 0.052], [0.331, 0.117, 0.109], [-0.005, -0.580, -0.058], [-0.505, 0.435, -0.078], [0.395, -0.204, -0.013], [0.261, 0.220, -0.067]],
  "lowdin_charge": [-0.45, -0.14, -0.31, -0.59, 0.17, 0.09, 0.10, -0.29, -0.08, 0.07, 0.07, 0.05, 0.11, 0.10, 0.12, -0.45, -0.11, -0.30, -0.51, 0.11, 0.10, 0.06, -0.31, -0.10, 0.05, 0.08, 0.07, 0.10, 0.11, 0.11, -0.50, -0.13, -0.28, -0.58, 0.09, 0.11, 0.16, -0.27, -0.10, 0.05, 0.07, 0.07, 0.10, 0.10, 0.10, -0.12, -0.18, -0.18, -0.09, 0.07, 0.18, 0.15, -0.04, -0.21, -0.18, -0.07, 0.10, 0.10, 0.10, 0.14, 0.13, 0.14, 0.14, 0.14, 0.14, 0.13, 0.13, 0.09, 0.10, 0.10, -0.10, -0.19, -0.22, -0.07, 0.09, 0.18, 0.17, -0.07, -0.24, -0.15, -0.07, 0.10, 0.10, 0.10, 0.14, 0.14, 0.15, 0.13, 0.15, 0.14, 0.11, 0.14, 0.09, 0.09, 0.09, -0.04, -0.19, -0.24, -0.06, 0.03, 0.17, 0.17, -0.05, -0.17, -0.19, -0.09, 0.10, 0.09, 0.09, 0.13, 0.14, 0.14, 0.15, 0.14, 0.12, 0.14, 0.12, 0.10, 0.09, 0.09, -0.11, -0.19, -0.18, -0.04, 0.06, 0.18, 0.15, -0.06, -0.13, -0.20, -0.13, 0.10, 0.09, 0.10, 0.13, 0.13, 0.13, 0.13, 0.14, 0.12, 0.13, 0.14, 0.10, 0.11, 0.10, -0.06, -0.21, -0.18, -0.03, 0.08, 0.15, 0.17, -0.11, -0.18, -0.19, -0.09, 0.09, 0.10, 0.09, 0.13, 0.14, 0.14, 0.14, 0.13, 0.14, 0.13, 0.14, 0.07, 0.10, 0.10, -0.07, -0.20, -0.23, -0.06, 0.09, 0.17, 0.17, -0.04, -0.18, -0.19, -0.09, 0.10, 0.09, 0.08, 0.14, 0.14, 0.14, 0.14, 0.12, 0.13, 0.12, 0.13, 0.10, 0.09, 0.10],
  "homo_lumo_gap_ha": 0.10211,
  "charge": 3,
  "e_above_lowest_kcal_mol": 253.0,
  "e_homo_ha": -0.2819,
  "energy_ev": -121832.877,
  "lumo_ev": -4.89
}